{"formula": "C70H62BNO12PS2", "method": "ωB97M-V/def2-TZVPD", "orbital_gap_ev": 4.65, "energy_ev": -131297.656, "total_charge": -1, "lumo_ev": -0.08, "elements": ["C", "C", "O", "O", "C", "C", "C", "C", "C", "C", "C", "C", "N", "O", "B", "C", "C", "C", "S", "O", "C", "P", "S", "H", "H", "H", "H", "H", "H", "H", "H", "H", "H", "H", "H", "H", "H", "H", "H", "H", "H", "H", "H", "H", "H", "H", "H", "H", "H", "H", "H", "H", "H", "C", "C", "C", "C", "C", "C", "C", "O", "C", "C", "C", "C", "C", "C", "C", "O", "H", "H", "H", "H", "H", "H", "H", "H", "C", "C", "C", "C", "C", "C", "C", "O", "C", "C", "C", "C", "C", "C", "C", "O", "H", "H", "H", "H", "H", "H", "H", "H", "C", "C", "C", "C", "C", "C", "C", "O", "C", "C", "C", "C", "C", "C", "C", "O", "H", "H", "H", "H", "H", "H", "H", "H", "C", "C", "C", "C", "C", "C", "C", "O", "C", "C", "C", "C", "C", "C", "C", "O", "H", "H", "H", "H", "H", "H", "H", "H"], "positions_angstrom": [[-6.32412, 1.18216, -2.84295], [-5.48673, -0.06402, -2.74347], [-5.80876, -1.12890, -3.21406], [-4.31984, 0.13889, -2.11046], [-3.76269, -0.95867, -1.34660], [-3.47508, -0.49347, 0.07646], [-1.98966, -0.29437, 0.37946], [-1.73490, 0.51658, 1.66456], [-1.22379, -0.33951, 2.83131], [0.29747, -0.34932, 2.90696], [0.88051, -1.29820, 4.00326], [1.85715, -2.30288, 3.38521], [1.26240, -3.12225, 2.32437], [-0.13919, -2.04742, 4.60411], [-0.36436, -1.56422, 6.02253], [-1.93929, -1.41894, 6.39113], [-2.54944, -2.65567, 7.06930], [-3.15181, -3.63808, 6.05899], [-2.02382, -4.98606, 5.56140], [0.33720, -0.20984, 5.99025], [1.42051, -0.41030, 5.17375], [2.96715, -0.94387, 6.11353], [2.99249, -1.15662, 8.05160], [-7.36935, 0.90293, -2.73441], [-6.03994, 1.91869, -2.09772], [-6.19885, 1.61655, -3.83602], [-2.84484, -1.27522, -1.84590], [-4.46111, -1.79198, -1.38758], [-3.88975, -1.22430, 0.77510], [-4.01390, 0.44165, 0.24369], [-1.53667, -1.28227, 0.51256], [-1.50146, 0.16580, -0.48449], [-1.02642, 1.32143, 1.45339], [-2.67438, 0.98627, 1.97038], [-1.59743, 0.05427, 3.77612], [-1.60088, -1.36092, 2.74648], [0.61122, 0.67764, 3.11608], [0.71124, -0.60871, 1.92468], [2.74789, -1.80061, 2.98894], [2.18589, -2.97738, 4.17569], [1.30332, -2.63375, 1.43846], [0.27937, -3.25545, 2.54286], [0.21948, -2.29317, 6.82818], [-2.48480, -1.23533, 5.45508], [-2.07196, -0.53786, 7.02692], [-1.77670, -3.17981, 7.63710], [-3.32733, -2.37441, 7.78882], [-3.45574, -3.10717, 5.15836], [-4.02111, -4.15797, 6.46299], [-1.48776, -4.38137, 4.49526], [1.75841, 0.54920, 4.75807], [3.53463, -2.01553, 5.40743], [3.83270, 0.09918, 5.73238], [7.72601, -2.03981, 2.00171], [8.76985, -1.40974, 1.33245], [8.71363, -0.05064, 1.07398], [7.60647, 0.68606, 1.47780], [6.55293, 0.04951, 2.13615], [6.61835, -1.31298, 2.40341], [5.33949, 0.80529, 2.55512], [4.42848, 0.25621, 3.13710], [5.28434, 2.26155, 2.24071], [4.14862, 2.97784, 2.59893], [4.08486, 4.33685, 2.34291], [5.15426, 4.98349, 1.73188], [6.28486, 4.27130, 1.36690], [6.35321, 2.90549, 1.61625], [7.57605, 2.15329, 1.20802], [8.51147, 2.71561, 0.67936], [7.77645, -3.10074, 2.20857], [9.63114, -1.98277, 1.01431], [9.51931, 0.45716, 0.56153], [5.79451, -1.78470, 2.92261], [3.33231, 2.45736, 3.08242], [3.20210, 4.89597, 2.62399], [5.10337, 6.04737, 1.53964], [7.12521, 4.75737, 0.89021], [6.06809, 1.94084, 5.89790], [6.51367, 3.16817, 5.42518], [6.79500, 4.19183, 6.31433], [6.61024, 3.99426, 7.68023], [6.13646, 2.76578, 8.15400], [5.87285, 1.74153, 7.25208], [5.89780, 2.54127, 9.60879], [5.52386, 1.47483, 10.03607], [6.15179, 3.69135, 10.53287], [5.88768, 3.52904, 11.88768], [6.12499, 4.57095, 12.76724], [6.63384, 5.77868, 12.29988], [6.89678, 5.94569, 10.95170], [6.65139, 4.90468, 10.06249], [6.92244, 5.11538, 8.61021], [7.37553, 6.16707, 8.20664], [5.85323, 1.13080, 5.21318], [6.64925, 3.32452, 4.36255], [7.14866, 5.15378, 5.96910], [5.51239, 0.78254, 7.60941], [5.49430, 2.58110, 12.22908], [5.91346, 4.44443, 13.82126], [6.82225, 6.59042, 12.99083], [7.28991, 6.87686, 10.56694], [-12.88653, -1.03572, -9.70751], [-13.25734, -0.74036, -8.39983], [-12.30530, -0.72027, -7.39527], [-10.97705, -1.00299, -7.69193], [-10.60749, -1.31225, -9.00060], [-11.56583, -1.32110, -10.00760], [-9.19407, -1.64932, -9.34596], [-8.87660, -1.90649, -10.48804], [-8.19879, -1.66212, -8.23853], [-6.88390, -2.01405, -8.52198], [-5.94238, -2.02093, -7.50691], [-6.29926, -1.67499, -6.20929], [-7.60768, -1.32645, -5.92078], [-8.56201, -1.32178, -6.93170], [-9.96670, -0.95961, -6.59188], [-10.28657, -0.63992, -5.46711], [-13.63182, -1.04506, -10.49233], [-14.29190, -0.52474, -8.16615], [-12.57181, -0.48816, -6.37317], [-11.25729, -1.55617, -11.01713], [-6.61946, -2.27651, -9.53717], [-4.91712, -2.29910, -7.71973], [-5.56199, -1.68203, -5.41916], [-7.89459, -1.06380, -4.91211], [-1.86859, -2.81135, -6.27102], [-2.02830, -1.44314, -6.07831], [-1.47680, -0.54424, -6.97529], [-0.75210, -1.01009, -8.06606], [-0.57848, -2.38304, -8.25164], [-1.14467, -3.28086, -7.35404], [0.21833, -2.91389, -9.39470], [0.36149, -4.10540, -9.56488], [0.83864, -1.92284, -10.32261], [1.62440, -2.38578, -11.37162], [2.20162, -1.48651, -12.25139], [1.99241, -0.12076, -12.09172], [1.21282, 0.34575, -11.04745], [0.63768, -0.55248, -10.15611], [-0.18037, -0.02224, -9.02562], [-0.36942, 1.16759, -8.89390], [-2.30933, -3.51010, -5.57173], [-2.59007, -1.08000, -5.22659], [-1.59817, 0.52252, -6.84571], [-1.00575, -4.34065, -7.51858], [1.77197, -3.45153, -11.48074], [2.81629, -1.84820, -13.06542], [2.44131, 0.57992, -12.78368], [1.04021, 1.40371, -10.90441]], "forces_ev_per_angstrom": [[0.1, 0.0, -0.1], [0.3, -0.1, -0.2], [-0.1, 0.1, 0.3], [-0.3, 0.3, 0.4], [0.2, -0.3, -0.2], [0.0, 0.0, 0.0], [0.1, 0.0, 0.1], [-0.2, -0.2, 0.0], [0.1, 0.2, 0.0], [0.1, -0.1, 0.0], [-0.1, -0.2, 0.1], [0.2, 0.1, -0.1], [0.0, 0.1, -0.1], [-0.1, 0.0, 0.0], [0.0, 0.1, 0.2], [0.2, -0.1, -0.1], [-0.1, 0.1, -0.1], [0.2, -0.1, 0.2], [-0.1, -0.1, -0.2], [-0.1, -0.3, 0.0], [-0.1, 0.4, -0.3], [-0.1, 0.1, 0.3], [0.0, 0.0, 0.0], [0.0, 0.0, 0.0], [0.0, 0.0, 0.0], [0.0, 0.0, 0.0], [0.0, 0.0, 0.0], [-0.1, 0.0, 0.0], [0.0, 0.1, 0.1], [0.0, 0.0, 0.0], [0.1, 0.0, -0.2], [-0.1, 0.1, 0.0], [0.0, 0.0, 0.1], [0.0, 0.1, -0.1], [0.0, -0.1, 0.0], [-0.1, 0.0, 0.0], [0.1, 0.0, -0.1], [0.0, 0.0, 0.0], [0.0, 0.0, 0.0], [-0.1, 0.0, 0.0], [-0.1, 0.0, 0.0], [0.0, -0.1, 0.1], [0.0, 0.0, -0.1], [-0.1, 0.2, 0.1], [0.0, 0.0, 0.0], [0.0, 0.0, 0.1], [-0.1, 0.0, -0.1], [-0.1, -0.1, 0.0], [0.0, 0.0, 0.0], [0.2, 0.1, 0.1], [0.1, 0.0, 0.1], [0.1, 0.0, 0.0], [0.1, -0.1, -0.2], [0.0, 0.0, 0.0], [0.0, 0.0, 0.0], [0.0, 0.0, 0.0], [0.0, 0.0, 0.0], [0.0, 0.0, 0.0], [0.0, 0.0, 0.0], [0.0, 0.0, 0.0], [0.0, 0.0, 0.0], [0.0, -0.1, 0.0], [0.0, 0.0, 0.0], [0.0, 0.0, 0.0], [0.0, 0.0, 0.0], [0.0, 0.0, 0.0], [0.0, 0.0, 0.0], [0.0, 0.0, 0.0], [0.0, 0.0, 0.0], [0.0, 0.0, 0.0], [0.0, 0.0, 0.0], [0.0, 0.0, 0.0], [0.0, 0.0, 0.0], [0.0, 0.0, 0.0], [0.0, 0.0, 0.0], [0.0, 0.0, 0.0], [0.0, 0.0, 0.0], [0.0, 0.0, -0.1], [0.1, 0.1, 0.0], [-0.1, -0.1, 0.0], [0.0, 0.0, 0.0], [0.0, 0.1, -0.1], [0.0, -0.3, 0.1], [0.1, 0.0, 0.0], [0.0, 0.0, 0.0], [0.0, 0.0, 0.0], [0.0, 0.0, 0.1], [0.0, 0.0, 0.0], [0.0, 0.0, 0.0], [0.0, 0.0, 0.0], [0.0, 0.0, 0.0], [0.0, 0.0, 0.0], [0.0, 0.0, 0.0], [0.0, 0.0, 0.0], [0.0, 0.0, 0.0], [0.0, 0.0, 0.0], [-0.1, 0.1, 0.1], [0.0, 0.0, 0.0], [0.0, 0.0, 0.0], [0.0, 0.0, 0.0], [0.0, 0.0, 0.0], [0.0, 0.0, 0.0], [0.0, 0.0, 0.0], [0.0, 0.0, 0.0], [0.0, 0.0, 0.0], [0.0, 0.0, 0.0], [0.0, 0.0, 0.0], [0.0, 0.0, 0.0], [0.0, 0.0, 0.0], [0.0, 0.0, 0.0], [0.0, 0.0, 0.0], [0.1, 0.0, 0.0], [0.0, 0.0, -0.1], [0.0, 0.0, 0.0], [0.0, 0.0, 0.0], [0.0, 0.0, 0.0], [0.0, 0.0, 0.0], [0.0, 0.0, 0.0], [0.0, 0.0, 0.0], [0.0, 0.0, 0.0], [0.0, 0.0, 0.0], [0.0, 0.0, 0.0], [0.0, 0.0, 0.0], [0.0, 0.0, 0.0], [0.0, 0.0, 0.0], [0.0, 0.0, 0.0], [-0.1, 0.0, 0.0], [0.0, 0.0, 0.0], [0.0, 0.0, 0.0], [0.0, 0.0, 0.0], [0.0, 0.0, 0.0], [0.0, 0.0, 0.0], [0.0, 0.0, 0.0], [0.0, 0.0, 0.0], [0.0, 0.0, 0.0], [0.0, 0.0, 0.0], [0.0, 0.0, 0.0], [0.0, 0.0, 0.0], [0.0, 0.0, 0.0], [0.0, 0.0, 0.0], [0.0, 0.0, 0.0], [0.0, 0.0, 0.0], [0.0, 0.0, 0.0], [0.0, 0.0, 0.0], [0.0, 0.0, 0.0], [0.0, 0.0, 0.0], [0.0, 0.0, 0.0], [0.0, 0.0, 0.0], [0.0, 0.0, 0.0]], "lowdin_charge": [0.03, -0.53, 0.08, -0.01, -0.15, -0.17, -0.21, -0.19, -0.19, -0.11, -0.46, -0.23, 0.02, -0.06, -0.69, -0.13, -0.30, -0.56, 0.68, -0.06, -0.46, 0.42, 0.10, 0.09, 0.08, 0.09, 0.12, 0.12, 0.12, 0.11, 0.11, 0.11, 0.10, 0.10, 0.11, 0.11, 0.11, 0.11, 0.10, 0.10, 0.05, 0.06, 0.10, 0.08, 0.09, 0.08, 0.09, 0.06, 0.05, -0.17, 0.10, -0.03, -0.06, -0.05, -0.06, 0.00, -0.08, -0.08, 0.01, -0.29, 0.08, -0.10, 0.00, -0.05, -0.06, -0.01, -0.10, -0.28, 0.10, 0.11, 0.11, 0.12, 0.12, 0.12, 0.11, 0.11, 0.12, -0.05, -0.04, 0.00, -0.08, -0.07, 0.01, -0.27, 0.12, -0.08, 0.00, -0.06, -0.07, -0.01, -0.08, -0.28, 0.09, 0.09, 0.09, 0.12, 0.10, 0.12, 0.10, 0.10, 0.12, -0.06, -0.06, 0.00, -0.08, -0.08, -0.01, -0.28, 0.10, -0.09, 0.00, -0.05, -0.05, 0.01, -0.08, -0.28, 0.11, 0.10, 0.11, 0.12, 0.12, 0.12, 0.10, 0.08, 0.11, -0.06, -0.06, 0.00, -0.08, -0.08, 0.00, -0.28, 0.11, -0.08, 0.00, -0.06, -0.06, 0.00, -0.08, -0.28, 0.11, 0.11, 0.11, 0.12, 0.12, 0.12, 0.11, 0.11, 0.12]}